No. 1
The following is a DFT calculation (the ωB97M-V functional and the def2-TZVPD basis) of a cluster of 6 separate species, C23H49ClFN2O9P2S in total in a non-equilibrium geometry.

Multiplicity   1
HOMO   -11.871 eV
Molecular weight   646.12 g mol⁻¹
Total charge   +1
Max |F|   2.8 eV/Å

CARTESIAN COORDINATES (ANGSTROEM)
1 C 0.542 -6.715 0.707
2 C -0.754 -6.205 1.387
3 F -1.682 -7.193 1.529
4 C -1.284 -5.054 0.527
5 C -1.975 -5.289 -0.655
6 Cl -2.290 -6.891 -1.239
7 C -2.455 -4.273 -1.440
8 C -2.194 -2.960 -1.039
9 O -2.660 -1.941 -1.800
10 C -1.482 -2.732 0.108
11 P -1.074 -1.004 0.627
12 P 1.104 -1.017 0.426
13 O 1.634 -2.386 0.382
14 O 1.532 -0.275 -0.951
15 O 1.789 -0.231 1.654
16 N -1.068 -3.787 0.866
17 N -0.371 -3.506 2.067
18 C -1.164 -3.360 3.017
19 S -2.244 -2.825 3.959
20 H 1.035 -5.899 0.164
21 H 1.251 -7.050 1.468
22 H 0.318 -7.501 -0.018
23 H -0.437 -5.825 2.359
24 H -3.016 -4.501 -2.340
25 H -1.969 -1.701 -2.448
26 H -1.436 -0.800 1.981
27 H 0.761 -0.272 -1.538
28 H 2.530 0.262 1.258
29 C -1.291 1.095 -5.443
30 C -1.807 -0.328 -5.571
31 C -2.925 -0.428 -6.595
32 O -2.285 -0.781 -4.294
33 H -2.086 1.768 -5.111
34 H -0.496 1.150 -4.697
35 H -0.901 1.459 -6.393
36 H -0.989 -0.991 -5.857
37 H -3.774 0.194 -6.302
38 H -3.289 -1.454 -6.667
39 H -2.584 -0.110 -7.580
40 H -3.011 -0.207 -4.024
41 C 3.448 1.004 -4.359
42 C 2.521 1.622 -5.395
43 C 3.289 2.052 -6.636
44 O 1.855 2.750 -4.828
45 H 4.201 1.728 -4.036
46 H 2.887 0.708 -3.470
47 H 3.958 0.125 -4.757
48 H 1.748 0.903 -5.673
49 H 4.038 2.808 -6.382
50 H 2.614 2.502 -7.366
51 H 3.794 1.206 -7.104
52 H 2.528 3.394 -4.579
53 C -4.172 0.176 5.564
54 C -2.938 1.030 5.318
55 C -3.202 2.491 5.641
56 O -2.533 0.905 3.949
57 H -5.000 0.497 4.927
58 H -3.969 -0.869 5.320
59 H -4.494 0.233 6.604
60 H -2.110 0.665 5.929
61 H -3.999 2.888 5.006
62 H -2.312 3.091 5.452
63 H -3.493 2.618 6.684
64 H -3.255 1.227 3.398
65 C -1.079 -0.027 9.365
66 C -1.166 -1.541 9.488
67 C 0.100 -2.210 8.975
68 O -2.294 -2.019 8.753
69 H -0.961 0.269 8.317
70 H -1.996 0.439 9.728
71 H -0.238 0.370 9.934
72 H -1.329 -1.815 10.530
73 H 0.256 -1.982 7.916
74 H 0.021 -3.294 9.062
75 H 0.977 -1.878 9.534
76 H -2.165 -1.783 7.829
77 C 3.868 7.307 -3.585
78 C 4.930 6.254 -3.862
79 C 5.786 6.635 -5.059
80 O 4.304 4.989 -4.102
81 H 3.195 7.411 -4.441
82 H 3.256 7.017 -2.730
83 H 4.319 8.278 -3.378
84 H 5.563 6.131 -2.982
85 H 5.173 6.718 -5.961
86 H 6.537 5.868 -5.252
87 H 6.293 7.587 -4.895
88 H 3.742 5.086 -4.879

---

No. 2
The following is a DFT calculation (the ωB97M-V functional and the def2-TZVPD basis) of the molecule C6H10O.

Multiplicity   1
Energy above the lowest of the compared OMol25 structures with the same formula, charge and spin   3.905 eV
HOMO   -8.534 eV
Molecular weight   98.14 g mol⁻¹
Max |F|   0.9 eV/Å

CARTESIAN COORDINATES (ANGSTROEM)
1 C 0.024 0.009 2.116
2 C -0.348 -1.240 1.366
3 C 0.651 -0.285 0.781
4 C 0.328 0.522 -0.462
5 C 0.305 -0.292 -1.770
6 C -1.462 1.729 -1.406
7 O -1.023 1.074 -0.370
8 H -0.717 0.800 2.165
9 H 0.637 -0.091 3.009
10 H 0.004 -2.194 1.750
11 H -1.336 -1.270 0.914
12 H 1.694 -0.602 0.803
13 H 1.015 1.380 -0.515
14 H 1.166 -0.092 -2.409
15 H 0.205 -1.358 -1.569
16 H -0.555 1.938 -2.054
17 H -0.589 -0.030 -2.346

---

No. 3
The following is a DFT calculation (the ωB97M-V functional and the def2-TZVPD basis) of a structure of composition C12H16BCl2CrF4O20 in a non-equilibrium geometry.

Multiplicity   4
Energy above the lowest of the compared OMol25 structures with the same formula, charge and spin   5.602 eV
HOMO (alpha / beta)   -8.774 / -8.812 eV
Molecular weight   689.95 g mol⁻¹
Max |F|   6.3 eV/Å

CARTESIAN COORDINATES (ANGSTROEM)
1 Cr 31.232 30.611 7.471
2 Cl 30.319 31.394 11.023
3 O 31.257 32.462 11.189
4 O 28.987 31.811 10.920
5 O 30.737 30.640 9.881
6 O 30.255 30.450 12.113
7 Cl 28.726 28.062 7.252
8 O 29.405 26.976 7.824
9 O 29.620 28.913 6.507
10 O 27.709 27.549 6.413
11 O 28.308 28.875 8.351
12 B 32.269 30.630 5.158
13 F 31.032 31.105 5.559
14 F 32.349 29.429 5.810
15 F 32.247 30.556 3.784
16 F 32.987 31.607 5.678
17 C 26.396 33.558 6.584
18 C 26.929 34.298 7.770
19 O 28.129 33.579 8.060
20 C 28.234 32.564 7.280
21 O 29.138 31.761 7.432
22 O 27.174 32.362 6.547
23 H 26.380 34.199 5.703
24 H 25.320 33.382 6.569
25 H 26.219 34.475 8.579
26 H 27.179 35.288 7.387
27 C 31.524 36.300 7.758
28 C 32.781 35.910 6.870
29 O 32.725 34.560 6.592
30 C 31.837 34.066 7.387
31 O 31.618 32.842 7.501
32 O 31.103 35.013 7.909
33 H 30.760 36.933 7.306
34 H 31.738 36.735 8.734
35 H 33.720 36.002 7.416
36 H 32.855 36.398 5.899
37 C 32.021 26.388 10.847
38 C 33.099 25.774 9.939
39 O 33.048 26.681 8.870
40 C 32.351 27.787 9.139
41 O 32.035 28.652 8.358
42 O 31.848 27.748 10.352
43 H 32.182 26.260 11.918
44 H 31.064 25.928 10.601
45 H 32.781 24.779 9.625
46 H 34.003 25.759 10.548
47 C 36.764 30.419 8.242
48 C 36.642 31.872 8.480
49 O 35.311 31.996 8.108
50 C 34.610 30.952 8.117
51 O 33.349 30.854 8.037
52 O 35.427 29.955 8.321
53 H 37.440 29.962 8.964
54 H 37.199 30.271 7.253
55 H 37.248 32.487 7.814
56 H 36.902 32.182 9.492

---

No. 4
The following is a DFT calculation (the ωB97M-V functional and the def2-TZVPD basis) of a structure of composition C31H44N8O3PTc in a non-equilibrium geometry.

Multiplicity   4
Energy above the lowest of the compared OMol25 structures with the same formula, charge and spin   0.169 eV
HOMO (alpha / beta)   -10.916 / -10.949 eV
Molecular weight   705.72 g mol⁻¹
Total charge   +1
Max |F|   1.3 eV/Å

CARTESIAN COORDINATES (ANGSTROEM)
1 Tc 0.131 1.028 -0.569
2 C 2.600 0.129 -2.863
3 C 1.806 -1.148 -2.659
4 N 0.394 -0.818 -2.582
5 C -0.261 -0.338 -3.791
6 C -1.179 0.829 -3.443
7 N -0.471 1.838 -2.588
8 C 0.638 2.475 -3.360
9 C 1.945 2.485 -2.595
10 N 2.163 1.197 -1.935
11 H 3.666 -0.071 -2.736
12 H 2.479 0.497 -3.883
13 H 2.053 -1.863 -3.456
14 H 2.075 -1.612 -1.707
15 H -0.129 -1.582 -2.172
16 H 0.491 -0.051 -4.526
17 H -0.864 -1.116 -4.272
18 H -1.538 1.317 -4.358
19 H -2.033 0.471 -2.868
20 H -1.156 2.559 -2.398
21 H 0.742 1.944 -4.304
22 H 0.367 3.502 -3.620
23 H 2.762 2.761 -3.274
24 H 1.899 3.245 -1.825
25 H 2.860 1.301 -1.204
26 O -2.989 -0.217 -0.958
27 C -2.266 -0.987 -0.336
28 N -2.668 -2.095 0.311
29 C -1.558 -2.841 0.870
30 C -0.396 -1.947 0.405
31 O 0.771 -2.225 0.533
32 N -0.894 -0.828 -0.194
33 C -1.511 -4.231 0.269
34 C -2.333 -5.215 0.806
35 C -2.406 -6.468 0.221
36 C -1.649 -6.753 -0.905
37 C -0.817 -5.781 -1.437
38 C -0.748 -4.525 -0.853
39 C -1.538 -2.841 2.391
40 C -0.576 -3.606 3.043
41 C -0.494 -3.586 4.423
42 C -1.372 -2.806 5.166
43 C -2.325 -2.039 4.518
44 C -2.405 -2.051 3.131
45 H -3.612 -2.440 0.238
46 H -2.910 -5.004 1.697
47 H -3.049 -7.223 0.649
48 H -1.698 -7.733 -1.357
49 H -0.207 -6.004 -2.300
50 H -0.062 -3.796 -1.258
51 H 0.109 -4.213 2.468
52 H 0.255 -4.184 4.922
53 H -1.315 -2.803 6.244
54 H -3.013 -1.430 5.088
55 H -3.142 -1.440 2.633
56 C 3.788 2.923 0.783
57 C 2.594 3.840 0.552
58 P 0.893 3.146 0.737
59 C -0.100 4.680 0.601
60 C -0.037 5.362 -0.758
61 C 0.985 2.845 2.547
62 C -0.060 2.060 3.315
63 H 4.701 3.515 0.801
64 H 3.916 2.178 -0.001
65 H 3.731 2.386 1.726
66 H 2.680 4.345 -0.408
67 H 2.612 4.642 1.305
68 H 0.262 5.362 1.379
69 H -1.127 4.436 0.871
70 H 0.944 5.792 -0.946
71 H -0.762 6.172 -0.817
72 H -0.249 4.674 -1.577
73 H 1.073 3.859 2.961
74 H 1.958 2.373 2.686
75 H -1.026 2.561 3.332
76 H 0.281 1.964 4.344
77 H -0.200 1.060 2.914
78 N 1.356 0.409 0.835
79 C 2.145 -0.343 1.298
80 N 3.108 -0.887 1.848
81 C 3.456 -2.150 1.962
82 N 3.850 -3.225 2.052
83 C -2.701 2.664 -0.654
84 C -1.792 1.733 0.144
85 O -2.104 1.350 1.215
86 H -3.496 3.000 0.006
87 H -3.132 2.082 -1.461
88 H -2.167 3.528 -1.037

---

No. 5
The following is a DFT calculation (the ωB97M-V functional and the def2-TZVPD basis) of a cluster of 2 separate species, C10H16 in total in a non-equilibrium geometry.

Multiplicity   2
Energy above the lowest of the compared OMol25 structures with the same formula, charge and spin   3.152 eV
HOMO (alpha / beta)   -13.787 / -13.785 eV
Molecular weight   136.24 g mol⁻¹
Total charge   +1
Max |F|   10.9 eV/Å

CARTESIAN COORDINATES (ANGSTROEM)
1 C -2.360 0.659 -0.255
2 C -3.377 0.202 -1.355
3 C -2.935 0.719 1.261
4 H -2.010 1.707 -0.676
5 H -1.544 -0.133 -0.261
6 H -3.790 -0.817 -1.071
7 H -4.091 1.077 -1.597
8 H -2.657 1.750 1.607
9 H -2.717 -0.022 -2.316
10 H -2.262 0.279 1.679
11 H -3.814 0.268 1.478
12 C 1.900 1.190 -1.765
13 C 1.143 -1.010 -0.807
14 C 1.606 0.336 -0.627
15 C 0.987 -1.905 0.215
16 C 1.313 -1.438 1.514
17 C 1.768 0.738 0.632
18 C 1.607 -0.089 1.767
19 H 1.113 -1.328 -1.859
20 H 0.552 -2.938 -0.084
21 H 1.460 0.781 -2.632
22 H 2.871 0.999 -2.149
23 H 1.016 -2.111 2.316
24 H 2.073 1.774 0.843
25 H 2.092 0.125 2.717
26 H 1.794 2.176 -1.479

---

No. 6
The following is a DFT calculation (the ωB97M-V functional and the def2-TZVPD basis) of a cluster of 2 separate species, C2H2Cl2Si in total in a non-equilibrium geometry.

Multiplicity   3
Energy above the lowest of the compared OMol25 structures with the same formula, charge and spin   3.273 eV
HOMO (alpha / beta)   -7.862 / -9.046 eV
Molecular weight   125.03 g mol⁻¹
Max |F|   2.5 eV/Å

CARTESIAN COORDINATES (ANGSTROEM)
1 C -0.366 0.762 0.248
2 C -2.546 0.489 -0.121
3 Si 0.819 -0.389 -0.281
4 Cl -2.640 -1.109 0.122
5 Cl 2.807 -0.970 0.200
6 H -0.286 1.865 0.413
7 H 0.122 -1.667 -0.934

---

No. 7
The following is a DFT calculation (the ωB97M-V functional and the def2-TZVPD basis) of a cluster of 5 separate species, C34H81N4O11PS in total in a non-equilibrium geometry.

Multiplicity   1
HOMO   -8.984 eV
Molecular weight   785.08 g mol⁻¹
SMILES string   CCOP(=O)(CCC[C@@H]1OS(=O)(=O)CC[C@@H]1CCCCCCOC)OCC.COC[C@@H](C)N.COC[C@@H](C)N.COC[C@@H](C)N.COC[C@@H](C)N
Max |F|   8.5 eV/Å

CARTESIAN COORDINATES (ANGSTROEM)
1 C 0.466 -7.004 -0.659
2 C 1.554 -6.418 -1.765
3 O 1.192 -5.074 -2.244
4 P 1.217 -3.887 -0.966
5 O -0.284 -3.632 -0.537
6 C 2.148 -2.351 -1.615
7 C 1.193 -1.077 -2.017
8 C 1.606 0.300 -1.225
9 C 0.626 0.701 0.027
10 O 0.447 -0.436 0.943
11 S -0.503 -0.039 2.300
12 O 0.439 -0.139 3.563
13 O -1.673 -1.039 2.579
14 C -1.261 1.673 2.271
15 C -1.287 2.385 0.782
16 C -0.808 1.408 -0.446
17 C -1.910 0.284 -0.907
18 C -3.474 0.686 -0.622
19 C -4.423 -0.036 -1.773
20 C -5.267 -1.347 -1.179
21 C -4.358 -2.703 -1.282
22 C -4.022 -3.441 0.138
23 O -4.202 -2.616 1.341
24 C -5.439 -2.962 2.067
25 O 2.054 -4.435 0.493
26 C 1.930 -3.371 1.518
27 C 2.621 -3.805 2.978
28 H 0.359 -8.162 -0.896
29 H -0.587 -6.461 -0.725
30 H 0.896 -6.827 0.431
31 H 2.659 -6.333 -1.321
32 H 1.552 -7.181 -2.672
33 H 2.698 -2.693 -2.617
34 H 3.038 -2.067 -0.872
35 H 1.305 -0.841 -3.182
36 H 0.083 -1.416 -1.867
37 H 2.682 0.096 -0.751
38 H 1.718 1.248 -1.902
39 H 1.208 1.539 0.648
40 H -0.596 2.359 2.987
41 H -2.350 1.705 2.758
42 H -2.324 2.907 0.628
43 H -0.486 3.268 0.837
44 H -0.511 2.124 -1.347
45 H -1.800 0.182 -2.092
46 H -1.720 -0.789 -0.475
47 H -3.698 1.851 -0.720
48 H -3.740 0.272 0.460
49 H -3.800 -0.462 -2.687
50 H -5.219 0.712 -2.249
51 H -6.170 -1.489 -1.948
52 H -5.764 -1.146 -0.140
53 H -4.972 -3.493 -1.933
54 H -3.337 -2.538 -1.853
55 H -2.863 -3.724 0.102
56 H -4.592 -4.470 0.153
57 H -6.365 -2.285 1.739
58 H -5.796 -4.073 1.926
59 H -5.265 -2.830 3.240
60 H 2.485 -2.364 1.217
61 H 0.825 -3.078 1.771
62 H 3.124 -2.831 3.444
63 H 1.739 -4.087 3.700
64 H 3.442 -4.634 2.864
65 C 0.787 7.168 5.188
66 C -0.437 6.891 4.319
67 C -0.645 5.393 3.996
68 O 0.248 4.868 3.009
69 C 1.544 4.557 3.498
70 N -0.346 7.698 3.092
71 H 1.724 7.137 4.624
72 H 0.720 8.169 5.629
73 H 0.858 6.448 6.010
74 H -1.315 7.227 4.884
75 H -1.651 5.278 3.571
76 H -0.623 4.777 4.903
77 H 1.519 4.175 4.523
78 H 2.187 5.436 3.432
79 H 1.977 3.788 2.851
80 H -1.213 7.591 2.566
81 H 0.356 7.259 2.492
82 C 3.294 0.775 -7.819
83 C 3.209 1.948 -6.845
84 C 2.833 1.535 -5.403
85 O 1.453 1.206 -5.220
86 C 1.098 -0.097 -5.659
87 N 2.271 2.947 -7.380
88 H 2.311 0.427 -8.151
89 H 3.843 1.069 -8.720
90 H 3.823 -0.072 -7.370
91 H 4.206 2.404 -6.804
92 H 3.018 2.396 -4.748
93 H 3.475 0.726 -5.035
94 H 1.898 -0.823 -5.488
95 H 0.822 -0.070 -6.714
96 H 0.213 -0.416 -5.099
97 H 2.297 3.773 -6.782
98 H 1.326 2.580 -7.242
99 C 4.987 7.041 -1.466
100 C 3.763 6.764 -2.336
101 C 3.555 5.266 -2.659
102 O 4.448 4.741 -3.645
103 C 5.744 4.430 -3.156
104 N 3.854 7.571 -3.562
105 H 5.924 7.010 -2.031
106 H 4.920 8.042 -1.026
107 H 5.058 6.321 -0.645
108 H 2.885 7.100 -1.771
109 H 2.549 5.151 -3.084
110 H 3.577 4.650 -1.752
111 H 5.719 4.048 -2.132
112 H 6.387 5.309 -3.223
113 H 6.177 3.661 -3.804
114 H 2.987 7.464 -4.089
115 H 4.556 7.132 -4.163
116 C -2.490 -7.436 5.773
117 C -3.761 -7.550 4.934
118 C -3.930 -6.411 3.902
119 O -4.340 -5.160 4.460
120 C -3.294 -4.419 5.069
121 N -4.922 -7.639 5.833
122 H -2.575 -6.694 6.572
123 H -2.268 -8.394 6.256
124 H -1.629 -7.172 5.150
125 H -3.692 -8.491 4.373
126 H -4.733 -6.701 3.211
127 H -3.030 -6.284 3.289
128 H -2.342 -4.538 4.542
129 H -3.193 -4.710 6.116
130 H -3.571 -3.360 5.052
131 H -5.755 -7.821 5.273
132 H -5.085 -6.702 6.210

---

Which formula does entry 2 have?
C6H10O

---

Number 6 is which compound?
C2H2Cl2Si

---

Which of these has the highest max |F|?
C10H16